Run a
{
  "formula": "C19H22BBrF10N3O5OsSe2",
  "method": "wB97M-V/def2-TZVPD",
  "e_homo_ev": [-5.494, -5.426],
  "e_lumo_ev": [2.161, 0.710],
  "multiplicity": 5,
  "orbital_gap_ev": [7.7, 6.1],
  "charge": -1,
  "symbols": ["C", "H", "H", "Os", "F", "H", "C", "C", "C", "C", "H", "H", "C", "F", "B", "F", "F", "H", "C", "H", "H", "N", "H", "Se", "C", "C", "O", "C", "O", "C", "F", "O", "F", "H", "N", "H", "C", "H", "F", "F", "Se", "C", "O", "F", "H", "H", "H", "H", "H", "C", "H", "H", "C", "Br", "F", "C", "N", "C", "H", "O", "H", "C", "H", "C"],
  "positions_angstrom": [[1.2467, -3.7915, -0.1649], [-2.8693, 2.9688, 1.7512], [0.9014, 1.7284, 2.1530], [0.2060, 0.5482, -0.3574], [2.8423, -5.6272, -0.4895], [-2.2767, -0.7222, 1.5218], [-3.6059, 2.4920, -0.2021], [-2.3644, 1.7820, -0.6599], [3.2294, 2.3533, -0.0609], [2.6460, 2.1150, 1.3337], [1.0726, -3.0450, 1.8398], [0.0718, -1.1385, -2.6678], [3.5559, 1.0513, -0.7853], [0.2811, -1.0087, 4.1566], [-0.2562, 0.0044, 3.3994], [-0.6101, -4.9120, -1.2488], [-1.6252, 0.1479, 3.5774], [-1.4803, -1.3131, -3.5187], [1.8023, -3.6077, 1.2600], [3.7088, 1.2371, -1.8520], [1.9156, 4.0522, -0.2786], [-4.7860, 3.6989, 1.4988], [-3.0035, -3.1609, -1.8103], [2.3362, -0.4948, -0.6346], [2.3456, -4.4813, -1.0223], [-3.7038, 3.0535, 1.0660], [1.2301, 2.0206, 1.2736], [2.3191, 3.2484, -0.8953], [5.3140, 3.3316, -1.0033], [-3.1140, -2.1541, 0.0751], [-0.0069, -0.2591, 1.9938], [-2.2626, 1.3856, -1.8170], [3.4011, -3.6593, -1.1722], [-3.9602, -2.6518, 0.5121], [-1.3093, -0.9574, -0.3916], [2.7134, -3.0138, 1.2040], [0.0259, -4.7501, -0.0662], [2.9043, 2.9652, 1.9773], [0.3092, -5.9973, 0.3800], [0.4076, 1.2455, 3.6641], [0.8000, 2.4024, -1.7869], [-5.8098, 3.2541, -0.6059], [0.8524, -2.6565, -0.7602], [-0.8890, -4.2466, 0.7816], [5.5501, 2.4724, -1.3677], [-0.5325, -2.7441, -2.9860], [5.1397, 2.5836, 0.9261], [2.9049, 3.6913, -1.7008], [-4.6236, 2.1720, -2.0565], [-0.8383, -1.7282, -2.7390], [4.4856, 0.6355, -0.3804], [-6.7026, 4.3118, 1.0324], [4.5472, 3.1184, 0.1716], [-7.3410, 3.4386, -1.7064], [1.9279, -4.7957, -2.2635], [-1.5544, -1.7182, -1.4413], [-2.6481, -2.4552, -1.1921], [-4.6869, 2.5959, -1.0636], [4.3257, 4.1122, 0.5651], [-1.4636, 1.6342, 0.2539], [2.0266, -4.5494, 1.7643], [-2.2755, -1.2156, 0.5653], [3.0758, 1.2114, 1.7794], [-5.8223, 3.7915, 0.6718]]
}



Run b
{
  "formula": "C19H22BBrF10N3O5OsSe2",
  "method": "wB97M-V/def2-TZVPD",
  "e_homo_ev": [-4.931, -5.120],
  "e_lumo_ev": [2.166, 0.908],
  "multiplicity": 5,
  "orbital_gap_ev": [7.1, 6.0],
  "charge": -1,
  "symbols": ["F", "C", "F", "H", "H", "H", "N", "H", "C", "O", "H", "C", "H", "C", "Os", "O", "C", "F", "C", "F", "H", "B", "H", "C", "F", "Se", "C", "C", "C", "Br", "H", "C", "H", "C", "F", "H", "H", "H", "C", "H", "F", "H", "H", "O", "F", "H", "O", "C", "H", "H", "N", "H", "C", "C", "O", "C", "H", "C", "N", "H", "F", "F", "Se", "C"],
  "positions_angstrom": [[-2.6193, -1.2951, -3.6150], [2.2764, -3.9665, 0.4320], [-1.3861, 0.1691, -2.6120], [3.2788, -2.2409, 2.2328], [2.9346, 1.6579, 0.4292], [1.9665, -4.0823, 3.9154], [0.8288, 1.2589, -1.0191], [2.9303, 0.5159, 4.5556], [4.7770, 0.3558, 3.4553], [-0.0986, -1.6861, -1.0584], [-0.3047, -4.1113, 2.7262], [5.4040, 0.5782, 2.2398], [3.1294, 0.3303, -2.8468], [-0.3343, -2.6061, -3.2413], [0.2566, -0.3281, 0.3834], [0.5665, -6.2275, 0.8977], [0.2183, -3.6486, 1.8878], [-1.9361, 0.7934, 0.2565], [0.3696, 3.2255, -1.9527], [-2.9035, -3.6079, -2.1419], [1.8738, -0.8070, -2.3621], [-2.8667, 1.9197, 0.0897], [-0.2367, 2.7726, 0.1076], [0.2462, 2.5044, -0.8183], [-2.3171, -2.9728, -0.1520], [0.0296, -1.7329, 2.2637], [1.2901, 1.2252, -2.2564], [2.7551, 1.1246, 2.5036], [-1.0396, -2.0871, -1.9844], [5.7745, -0.3467, 4.9013], [1.7722, 0.0121, -3.9418], [3.4386, 0.6528, 3.6113], [1.6064, -4.3332, -0.3425], [-1.8515, -3.2571, -1.3731], [-4.1390, 1.4812, 0.4419], [0.0279, -1.7613, -3.8236], [3.2078, -4.5341, 0.3699], [3.4019, -4.5402, 2.9793], [1.6329, -4.2430, 1.7941], [1.0836, -6.0058, 2.9047], [-2.4209, 2.9574, 0.9199], [1.2341, 2.6223, -3.8056], [6.4638, 0.3820, 2.1183], [0.4572, 1.0958, 1.7476], [-1.0689, -4.3529, -1.2578], [0.3108, -7.1315, 1.0902], [1.0246, 2.3798, 3.4727], [1.3158, 1.5742, 2.6217], [-0.3318, -3.8715, 0.9813], [0.0265, 4.2122, -2.2093], [4.7508, 1.0440, 1.1807], [2.4419, -6.2447, 1.7891], [3.4489, 1.2890, 1.3105], [2.5244, -3.8755, 2.9955], [2.9245, -2.5347, 3.0972], [2.0579, 0.1252, -2.8946], [-1.0097, -3.1981, -3.8540], [1.4615, -5.7667, 1.9013], [1.0366, 2.4072, -2.8467], [0.5120, -3.2111, -2.9210], [-2.8135, 2.3158, -1.2603], [-3.0318, -0.7867, -1.5562], [2.7828, -2.1365, -0.1127], [-2.0447, -0.9813, -2.4222]]
}



Here are the energies relative to the best structure, in eV: run a 0.000; run b 0.328.



Run a
{
  "formula": "C3H13N5",
  "method": "wB97M-V/def2-TZVPD",
  "e_homo_ev": -6.698,
  "e_lumo_ev": 0.606,
  "orbital_gap_ev": 7.3,
  "charge": 0,
  "symbols": ["H", "H", "H", "H", "H", "H", "H", "H", "C", "N", "H", "H", "H", "N", "C", "H", "H", "N", "C", "N", "N"],
  "positions_angstrom": [[-1.3584, 0.6257, -2.1417], [0.6033, -1.8534, 1.8082], [1.1357, 2.3200, -0.8922], [0.3358, 2.4848, 1.3875], [-1.5729, -1.1294, -2.0866], [2.4237, -1.8276, 0.1301], [0.2529, -1.1946, -0.6591], [-0.1939, 0.9718, 2.1062], [-1.9059, -0.1890, -1.6341], [0.1272, 1.5063, 1.3078], [-2.9658, -0.0772, -1.8987], [-1.0275, -1.6523, 1.4700], [1.6029, 0.7228, -1.2956], [-0.1201, -1.2042, 1.5321], [0.3795, 0.7953, 0.2087], [-2.0648, 0.6183, 0.2154], [2.7124, -0.5585, 1.0892], [-1.7265, -0.2487, -0.1977], [0.1889, -0.6333, 0.2572], [0.8906, 1.3417, -0.9054], [2.2827, -0.8184, 0.1988]]
}



Run b
{
  "formula": "C3H13N5",
  "method": "wB97M-V/def2-TZVPD",
  "e_homo_ev": -8.431,
  "e_lumo_ev": 1.000,
  "orbital_gap_ev": 9.4,
  "charge": 0,
  "smiles": "CNN(N)N.C=NC",
  "symbols": ["H", "H", "H", "H", "C", "H", "H", "C", "H", "C", "H", "N", "N", "H", "N", "N", "N", "H", "H", "H", "H"],
  "positions_angstrom": [[0.0415, -1.1577, -1.2954], [1.9490, 0.8976, 1.8810], [3.1351, 0.0014, -1.7371], [0.0938, 1.0375, -0.4039], [-3.0729, -0.4120, -0.6092], [-2.2114, -1.1904, 1.5397], [2.1158, 2.1292, 0.6205], [-1.3553, -0.5869, 1.2197], [1.6921, 0.5284, -2.3201], [1.4030, 1.4809, 1.1398], [-0.5286, -1.2187, 1.5455], [0.9915, -1.3993, -1.0076], [1.6499, -0.2650, -0.4613], [-3.4906, -0.3112, -1.6113], [0.7342, 0.5637, 0.2401], [-1.8454, -0.3215, -0.4148], [2.2837, 0.4909, -1.4857], [-1.3812, 0.4196, 1.6239], [0.9337, -2.1012, -0.2794], [-3.7893, -0.6873, 0.1918], [0.6513, 2.1021, 1.6235]]
}



Here are the energies relative to the best structure, in eV: run a 0.000; run b 1.044.



Run a
{
  "formula": "C6H19NO3",
  "method": "wB97M-V/def2-TZVPD",
  "e_homo_ev": -8.594,
  "e_lumo_ev": 0.497,
  "orbital_gap_ev": 9.1,
  "charge": 0,
  "smiles": "C=C(CCC)NC.O.O.O",
  "symbols": ["H", "H", "H", "H", "C", "H", "H", "C", "O", "C", "C", "N", "H", "C", "H", "C", "H", "H", "H", "H", "H", "H", "H", "H", "O", "H", "H", "O", "H"],
  "positions_angstrom": [[-2.9655, 2.1107, 1.4534], [1.4796, 3.0060, -0.0036], [0.7881, -1.5115, -2.0257], [-2.7086, -2.5658, -0.8317], [1.5077, 1.9467, -0.2842], [-1.8723, 1.0696, -2.0620], [-0.3403, 2.2627, -1.0477], [1.0082, -1.3411, 0.0524], [-2.2611, -2.7955, -0.0269], [-0.0225, 0.3832, -1.4479], [2.4247, -1.9525, 0.4218], [0.1452, 1.5254, -0.5754], [2.0091, -0.2828, -1.6075], [1.0350, -0.6866, -1.3515], [-1.2171, -0.5395, -2.8654], [-1.1121, 0.3129, -2.2132], [3.2185, -1.6423, -0.2608], [-0.9868, 1.9254, 3.2005], [-1.7465, 1.4653, 0.6143], [0.1392, -1.9761, 0.1912], [2.6969, -1.3716, 1.2965], [2.3918, -3.0348, 0.4855], [-2.8015, -2.4223, 0.6897], [0.9221, -0.5508, 0.7966], [-2.5570, 1.2870, 1.1458], [-1.9079, 0.7570, 3.1095], [2.1541, 1.9914, -1.1693], [-1.3871, 1.2381, 3.7890], [1.9663, 1.3918, 0.5266]]
}



Run b
{
  "formula": "C6H19NO3",
  "method": "wB97M-V/def2-TZVPD",
  "e_homo_ev": -8.527,
  "e_lumo_ev": 0.654,
  "orbital_gap_ev": 9.2,
  "charge": 0,
  "smiles": "C=CCCNCC.O.O.O",
  "symbols": ["C", "H", "H", "C", "H", "H", "H", "H", "H", "H", "H", "O", "H", "N", "H", "H", "C", "H", "H", "H", "H", "H", "H", "C", "O", "H", "C", "C", "O"],
  "positions_angstrom": [[1.1769, 0.9935, 1.4462], [2.8221, 0.8032, -0.0428], [-1.8735, 1.6156, -1.4312], [1.1608, -2.0003, 0.8386], [-0.1913, -3.7054, 0.7124], [-0.3369, -0.3591, -2.8107], [-0.6393, 2.1066, -2.1437], [0.8444, -1.4856, 1.7430], [1.9466, -2.7010, 1.1419], [-0.8549, -2.2561, -0.0912], [-2.9393, -1.6136, 0.8855], [-2.6250, -0.7096, 0.9960], [1.4960, 2.8743, 0.2669], [1.7252, -0.9842, -0.0630], [0.3495, -3.2496, -0.7810], [1.1655, -0.8698, -0.8923], [0.7247, 2.2810, 0.7457], [-1.7766, -0.7568, -2.9363], [-1.7564, -0.7175, 0.5798], [1.4851, 1.1719, 2.4805], [-1.2338, 2.2483, 1.6023], [-1.0365, 3.4967, 0.3975], [0.2696, 0.3992, 1.5472], [-0.5348, 2.6561, 0.8743], [-1.0461, -0.7775, -2.3142], [3.0176, -0.2412, 1.2210], [2.2021, 0.2153, 0.6424], [0.0552, -2.7880, 0.1665], [-1.5046, 1.7188, -2.3139]]
}



Here are the energies relative to the best structure, in eV: run a 0.000; run b 0.668.



Run a
{
  "formula": "C4H13N2S",
  "method": "wB97M-V/def2-TZVPD",
  "e_homo_ev": [-2.218, -8.355],
  "e_lumo_ev": [0.169, 0.282],
  "multiplicity": 2,
  "orbital_gap_ev": [2.4, 8.6],
  "charge": 0,
  "symbols": ["H", "S", "H", "H", "H", "H", "H", "H", "C", "H", "N", "H", "C", "H", "H", "H", "C", "H", "N", "C"],
  "positions_angstrom": [[-1.0011, 1.2840, 0.8737], [0.9018, 3.5842, 1.1445], [0.7163, -2.6986, -1.4408], [-0.8110, -0.2454, -2.0056], [0.0353, 3.1573, 2.0949], [-1.9680, -1.1099, 0.2109], [2.0395, 1.4209, 0.2820], [1.4494, 1.4252, 1.9264], [1.2124, 1.7578, 0.8959], [-1.4156, -0.6525, 1.6018], [-1.1046, -1.1564, 0.7526], [-0.4183, 1.5570, -0.6582], [0.0649, -0.3397, -0.0430], [-0.4368, -2.6665, -2.4599], [0.9242, -0.8353, 0.4252], [-0.8557, -2.0916, 1.0732], [-0.0566, 1.1801, 0.3067], [0.9392, -0.5473, -1.9305], [-0.1750, -2.2332, -1.5808], [-0.0402, -0.7902, -1.4692]]
}



Run b
{
  "formula": "C4H13N2S",
  "method": "wB97M-V/def2-TZVPD",
  "e_homo_ev": [-3.276, -9.318],
  "e_lumo_ev": [0.652, 0.447],
  "multiplicity": 2,
  "orbital_gap_ev": [3.9, 9.8],
  "charge": 0,
  "symbols": ["H", "H", "N", "H", "C", "H", "H", "S", "H", "H", "N", "H", "H", "H", "C", "H", "H", "C", "H", "C"],
  "positions_angstrom": [[0.4319, -1.2084, -2.4281], [-1.7962, 0.8799, -0.6418], [-2.4035, 0.5447, 1.4857], [-3.0003, 1.4621, 1.6302], [1.1129, -1.1631, -1.5112], [1.9180, 0.3442, -0.2885], [0.8128, 0.9870, -1.3666], [2.7163, -1.2559, -2.3939], [2.6968, -0.0381, -2.9477], [0.6180, 0.8549, 1.9018], [0.3158, -0.0163, 1.6643], [-0.8783, 1.8020, 0.4962], [1.3032, -0.4329, 1.7262], [-0.1998, -0.4078, 2.4920], [-1.4031, 0.8831, 0.3211], [-3.0706, -0.0493, 0.9976], [-0.5027, -1.1840, 0.2009], [0.9165, 0.0698, -0.6977], [0.7140, -1.9736, -0.9597], [-0.3017, -0.0982, 0.3191]]
}



Here are the energies relative to the best structure, in eV: run a 0.248; run b 0.000.